[1]
A structure of composition C21H57GaN5O9. Source: OMol25; level of theory: ωB97M-V/def2-TZVPD.

```
93
Properties=species:S:1:pos:R:3:lowdin_charge:R:1
H 1.836 -2.701 -0.742 0.130
H 11.315 -3.201 -3.552 0.087
N -2.532 4.402 1.969 0.052
O 9.756 -1.947 -4.087 -0.192
H 2.300 2.543 2.993 0.021
C 2.954 -4.823 -1.376 -0.118
H 1.328 -3.803 0.563 0.129
C -0.887 3.139 0.542 -0.220
H 8.436 -2.281 -2.056 0.121
C -3.166 -5.521 -2.721 -0.123
C -6.719 2.215 2.677 -0.179
H -8.902 0.835 4.865 0.126
H 3.805 4.505 2.148 0.025
H -3.165 -6.463 -2.175 0.085
H -1.378 2.503 -0.200 0.027
H -4.907 5.421 3.902 0.086
H -3.816 -4.810 -2.198 0.088
O -1.840 -5.054 -2.767 -0.194
H 5.399 -2.015 -2.017 0.120
C -7.366 2.316 5.007 -0.191
H -0.900 -4.049 -0.721 0.121
H 5.213 0.708 -1.655 0.095
C 7.427 -2.697 -2.062 -0.181
H 3.412 3.862 0.691 -0.012
O -6.582 4.602 2.994 -0.205
H -3.562 -5.696 -3.730 0.085
H -1.770 -4.044 -4.555 0.125
H 7.358 -3.429 -1.254 0.125
H 7.192 -1.790 -4.515 0.125
H 1.794 2.686 -0.674 -0.064
C 11.130 -2.246 -4.059 -0.120
C -1.730 -3.831 -3.476 -0.209
H -5.761 3.620 1.382 0.126
C -5.699 5.683 3.192 -0.125
H -2.926 4.629 1.062 0.065
H 3.411 -4.931 -0.385 0.088
C 9.012 -2.916 -4.804 -0.211
H 9.370 -3.924 -4.561 0.126
H -7.765 2.369 2.399 0.119
C -1.780 3.133 1.811 -0.743
H -10.706 1.003 3.437 0.087
O -0.443 -2.420 -1.933 -0.126
H -6.919 1.973 5.944 0.126
H -6.307 1.443 2.025 0.125
O 1.557 -4.688 -1.279 -0.201
H -11.336 2.624 3.070 0.085
H 6.436 -1.344 -0.731 0.132
H -0.550 -2.505 0.064 0.124
O 7.183 -3.443 -3.250 -0.132
H 3.163 -5.718 -1.960 0.085
H 11.628 -1.453 -3.504 0.086
C 2.129 3.283 2.212 -0.383
H -0.575 2.076 3.071 0.054
O -9.572 2.620 4.058 -0.193
H -0.282 -2.360 -3.921 0.127
H 0.346 0.255 1.704 -0.071
N 3.476 3.667 1.683 -0.122
H -7.259 3.401 4.960 0.124
H 0.413 -3.821 -3.212 0.123
H -11.433 1.999 4.732 0.084
H -2.935 1.699 2.630 0.068
H 1.654 4.165 2.649 0.013
C -0.429 -3.127 -3.158 -0.189
H 0.590 0.089 0.088 -0.068
O -6.613 1.678 3.993 -0.129
O 6.659 -0.471 -2.575 -0.201
C 1.194 -3.555 -0.498 -0.198
H -6.282 6.513 3.594 0.079
H -2.419 1.340 1.085 0.055
H 5.809 1.248 -3.239 0.085
C -5.906 3.468 2.459 -0.214
Ga 1.022 2.403 0.735 0.314
H -4.922 3.354 2.920 0.101
N 0.997 0.448 0.947 -0.146
H 9.151 -2.744 -5.881 0.126
H 3.399 -3.960 -1.886 0.080
C 6.399 -1.622 -1.793 -0.210
C 7.538 -2.825 -4.476 -0.187
C -8.825 1.916 5.036 -0.211
N -1.067 2.959 3.072 0.057
H 7.000 -3.390 -5.241 0.126
H -5.233 5.994 2.251 0.079
H -0.871 4.127 0.088 0.024
C 5.530 0.378 -2.649 -0.099
H -9.241 2.146 6.029 0.124
H -1.889 5.144 2.225 0.062
C -0.247 -3.174 -0.743 -0.179
H 11.550 -2.289 -5.071 0.085
C -10.822 2.024 3.820 -0.124
H -0.404 3.705 3.225 0.044
H 4.693 -0.129 -3.142 0.089
N -2.764 2.064 1.700 0.073
H -2.564 -3.168 -3.218 0.128
```

Its total charge is -1. The calculation puts the HOMO-LUMO gap at 6.8 eV. The maximum force is 0.0151 hartree/bohr.

=====

[2]
A structure of composition C32H52O4S3Si2V at a distorted geometry. Source: OMol25; level of theory: ωB97M-V/def2-TZVPD.

```
94
Properties=species:S:1:pos:R:3:mulliken_spin:R:1
H 3.758 -3.140 -0.329 0.000
Si 2.853 1.081 -0.815 0.011
H -4.382 -6.690 0.140 0.000
C 3.608 -1.350 1.769 0.007
C 4.192 -1.141 0.370 0.001
C -2.384 -3.087 3.383 0.000
H 6.161 -0.625 1.073 0.000
H 3.745 5.513 0.977 0.000
C 3.714 3.402 0.509 -0.001
V -1.271 0.650 -0.273 2.116
H -3.240 -2.595 3.852 0.000
Si -2.986 -1.860 0.830 -0.053
H 4.361 2.930 -4.562 0.000
C -5.517 -1.866 2.276 -0.001
H -4.557 2.957 -2.797 0.001
C 2.909 3.027 1.752 0.009
H 1.842 3.059 1.528 -0.003
H -6.687 1.448 0.696 0.000
H 5.443 1.711 -2.087 0.000
H -5.212 -2.808 2.720 0.000
H 2.558 -1.063 1.762 0.000
H 3.689 -2.398 2.065 0.000
H 6.129 -1.234 -0.589 0.000
C 3.828 1.164 -3.423 0.004
H -3.829 -6.675 -2.270 0.000
C 3.455 4.863 0.150 0.000
H 5.798 3.574 -0.073 0.000
C -2.998 3.001 -1.325 0.018
H -4.507 4.454 -1.850 0.001
H 5.426 0.002 -2.547 0.000
C -3.894 3.684 -2.321 0.003
H -8.162 0.251 2.294 0.000
C 3.576 2.603 -3.877 -0.001
H 3.730 -0.830 -4.234 0.000
H 3.559 3.254 -3.005 0.000
C -7.190 -0.154 2.039 0.000
H -2.983 -4.592 -3.320 0.000
H -7.402 -1.877 3.300 0.000
H 2.469 -1.954 -0.637 0.002
H -3.942 5.092 0.429 0.001
H -2.707 -4.060 3.002 0.000
C -5.117 -0.002 0.831 0.004
H 2.393 5.002 -0.056 0.000
H -5.130 3.780 0.428 -0.001
S -1.981 2.298 1.067 -0.062
H 5.395 2.103 0.831 0.000
H 0.196 -3.093 2.469 0.000
C 3.548 -2.110 -0.622 0.001
H -0.815 -0.242 2.238 -0.014
H -0.084 -2.267 0.927 -0.002
C -3.998 -5.787 -0.321 0.000
C -4.670 -1.203 1.387 0.002
H 5.938 -2.362 0.773 0.000
H -0.692 -1.084 3.781 0.000
C -3.213 -4.618 -2.262 0.000
H -3.293 4.143 -3.108 0.000
H 2.576 0.300 -4.953 0.000
H -2.638 -2.573 -1.943 0.000
C -6.365 0.517 1.147 -0.001
H 5.968 1.224 -3.717 0.000
O 3.307 2.643 -0.630 -0.013
C -4.104 4.044 0.694 0.002
H 3.124 3.722 2.566 -0.001
H 5.520 3.664 1.677 0.000
C -6.763 -1.348 2.603 0.000
H 4.136 -0.734 2.501 0.000
H 2.609 2.675 -4.379 0.000
C -3.310 -3.469 -0.123 0.004
H 4.300 0.395 -5.391 0.000
H 3.156 2.013 2.072 -0.002
C -3.022 -3.480 -1.490 0.000
H -2.221 -0.323 3.299 -0.001
H 3.932 -1.939 -1.631 0.000
C -1.783 -2.205 2.284 -0.010
O 4.024 0.223 -0.030 -0.003
C 5.263 1.018 -2.911 0.000
H -3.996 3.946 1.772 0.001
C -1.357 -0.883 2.934 0.022
S -1.739 1.983 -2.017 -0.057
C 5.208 3.173 0.753 0.000
H 4.025 5.146 -0.736 0.000
H -4.069 -4.674 1.495 0.000
C -3.811 -4.643 0.442 0.001
O -2.316 -0.822 -0.191 -0.014
C 3.596 0.196 -4.580 0.000
C -3.693 -5.780 -1.675 0.000
H -0.815 -3.853 1.225 0.000
C -0.548 -2.899 1.689 0.009
H -1.634 -3.268 4.161 0.000
O 2.876 0.807 -2.423 0.036
C -3.100 3.146 0.007 0.034
C 5.704 -1.360 0.408 0.000
H -4.467 0.534 0.147 0.009
S 0.997 0.600 0.002 -0.059
```

Its total charge is -1. The calculation puts the HOMO-LUMO gap (spin up / spin down) at 6.8 / 6.9 eV. The spin multiplicity is 3. The expectation value of S² is 2.023. The maximum force is 0.0221 hartree/bohr.

=====

[3]
A cluster of 8 separate species, C6H24O7 in total at a distorted geometry. Source: OMol25; level of theory: ωB97M-V/def2-TZVPD.

```
37
Properties=species:S:1:pos:R:3:lowdin_charge:R:1
H 0.052 -3.525 2.001 0.057
O -1.411 2.469 -1.850 -0.055
H 2.043 -0.611 2.717 0.079
H 0.703 0.936 0.419 0.088
H -2.662 1.010 1.770 0.008
H -0.968 -0.041 -2.605 0.083
O 1.293 3.031 -2.113 -0.071
H 1.068 2.864 -3.030 0.037
C 1.302 0.422 -0.296 -0.118
O -2.624 -1.405 1.779 -0.059
H 0.532 2.780 -1.576 -0.002
H -0.734 1.570 3.524 0.066
C -0.525 -1.242 -1.025 -0.167
H 0.480 -2.086 1.783 -0.001
H -2.820 -1.699 0.885 0.040
O -0.061 -2.807 1.369 -0.095
O -2.617 1.185 0.814 -0.087
H 2.124 -2.291 -1.479 0.077
H 2.742 2.112 -0.536 0.067
O -1.242 0.797 3.264 -0.042
H -1.808 -1.880 1.988 0.011
C 0.816 -0.615 -1.006 -0.280
H -2.232 2.965 -1.932 0.060
H -1.585 1.784 -1.195 0.003
H -1.399 0.201 4.000 0.065
H -0.815 -2.036 -0.347 0.070
H 3.458 0.897 0.211 0.063
C -1.406 -0.806 -1.917 0.011
C 2.669 1.013 -0.515 -0.107
C 1.771 -1.386 -1.939 -0.033
O 1.117 -0.842 2.617 -0.041
H -2.116 0.404 0.538 -0.014
H -2.427 -1.130 -2.070 0.063
H 0.475 -0.187 2.314 0.027
H 1.232 -1.898 -2.768 0.089
H 2.505 -0.698 -2.308 0.050
H 3.071 0.743 -1.486 0.058
```

Its total charge is 0. The calculation puts the HOMO-LUMO gap at 9.0 eV. The maximum force is 0.0371 hartree/bohr. Its SMILES is C=C/C(C)=C/C.O.O.O.O.O.O.O.

=====

[4]
A structure of composition C22H41As3F5FeN2O2STe at a distorted geometry. Source: OMol25; level of theory: ωB97M-V/def2-TZVPD.

```
78
Properties=species:S:1:pos:R:3:mulliken_spin:R:1
C 4.321 3.453 4.684 0.000
H -6.325 -5.587 0.077 0.000
Fe -2.304 2.513 -1.889 3.190
H 2.188 1.880 3.258 0.008
H -1.989 0.809 1.673 0.000
H 7.542 2.377 2.812 0.000
H -2.177 -2.736 -3.765 0.000
H 1.273 -0.538 -2.537 -0.011
H 5.137 1.832 1.171 0.001
C -1.224 0.739 2.464 0.023
H 5.064 -0.736 1.770 0.000
H -0.424 -3.447 -1.962 0.000
C -4.810 -2.773 -0.906 0.000
H 4.162 4.337 4.005 0.000
C -5.141 -3.868 -0.088 0.000
H 7.093 3.519 4.195 0.000
H 3.391 -1.544 1.878 0.001
H -1.489 1.325 3.337 0.022
F -2.630 1.609 -0.175 0.015
H -7.193 -3.129 -3.292 0.000
C -3.893 -1.796 -0.313 -0.002
N -3.061 -1.051 -1.176 0.003
H 1.947 0.168 3.388 -0.006
F -3.031 3.491 -3.432 0.037
H 0.879 3.889 1.245 -0.010
C -1.505 -3.656 -1.967 -0.001
H 3.352 3.131 5.088 -0.001
H 2.716 -0.632 0.141 -0.006
C 4.354 1.867 1.921 -0.003
C 2.515 3.075 -1.102 0.029
N -2.314 -2.682 -2.742 -0.004
C 3.058 0.448 0.235 0.007
H 3.483 3.087 -0.579 0.007
H -1.474 -4.985 -3.550 0.000
Te -1.260 5.339 -2.261 0.000
H 3.848 2.861 1.731 0.000
S -1.726 -0.102 -3.174 -0.068
C 2.106 0.958 2.670 0.072
H 2.751 0.286 -2.922 0.020
H -1.233 -7.108 -2.146 0.000
H -0.817 3.630 1.449 -0.004
H 1.100 0.995 -3.267 -0.008
C -6.138 -4.736 -0.501 0.000
C -6.577 -3.336 -2.393 0.000
C -5.507 -2.509 -2.068 0.000
H -5.156 -1.736 -2.752 0.000
O -2.046 4.089 -1.003 -0.169
H 5.058 3.729 5.467 0.000
C 1.714 0.433 -2.566 0.157
H 0.211 3.875 2.933 0.013
H 3.952 0.621 -0.427 0.003
C 0.143 3.441 1.930 0.021
H -7.744 -5.054 -1.871 0.000
H 0.112 -5.957 -1.924 0.000
C -2.456 -1.387 -2.322 0.000
C -6.902 -4.430 -1.605 0.000
H -1.151 -0.304 2.856 -0.001
C 6.777 3.042 3.238 0.000
F -0.463 3.692 -3.069 0.004
H 6.462 3.799 2.518 0.000
H -2.850 -5.343 -2.538 0.000
C -1.797 -5.052 -2.517 0.000
C 4.037 -0.665 2.186 0.002
F 0.444 6.216 -3.069 0.003
H 2.703 3.267 -2.166 -0.002
F -0.262 5.985 -0.807 -0.003
As 0.410 1.473 1.749 0.423
H 4.067 -0.700 3.299 -0.002
O -3.892 -1.528 0.882 0.000
C 3.352 0.676 1.755 -0.032
H -1.855 -3.572 -0.924 0.000
H -4.487 -4.062 0.754 0.000
H -1.207 -6.078 -0.716 0.000
As 1.550 1.286 -0.773 0.272
As 5.175 1.887 3.758 -0.001
H 1.881 3.920 -0.684 -0.001
H -2.805 -0.107 -0.792 0.001
C -1.010 -6.125 -1.787 0.000
```

Its total charge is +1. The calculation puts the HOMO-LUMO gap (spin up / spin down) at 4.0 / 6.6 eV. The spin multiplicity is 5. The expectation value of S² is 6.155. The maximum force is 0.0583 hartree/bohr.

=====

Number 1 is which compound?
C21H57GaN5O9

=====

Look up the maximum force of the second one.
0.0221 hartree/bohr